Run w
C3H5NOS | wB97M-V/def2-TZVPD

Positions of all 11 atoms, in Å:
C1 -0.114 -1.137 0.069
C2 0.891 -0.374 -0.819
C3 -0.740 0.241 0.362
N1 0.135 0.798 -0.523
O1 -0.254 2.649 1.255
S1 0.463 1.408 1.073
H1 -0.669 -1.854 -0.498
H2 0.260 -1.644 1.012
H3 1.962 -0.226 -0.355
H4 0.861 -0.550 -1.934
H5 -2.794 0.688 0.358

LUMO energy (spin up / spin down): -0.9 / -0.5 eV



Run x
C3H5NOS | wB97M-V/def2-TZVPD

Positions of all 11 atoms, in Å:
C1 0.850 -0.004 -0.976
C2 0.022 1.172 -0.444
C3 -0.666 -0.921 0.247
N1 0.412 -1.108 -0.557
O1 -1.041 0.448 0.244
S1 -0.185 -1.433 1.969
H1 1.575 -0.120 -1.749
H2 0.585 1.821 0.372
H3 -0.377 1.950 -1.146
H4 -1.398 -1.578 -0.081
H5 0.222 -0.227 2.121

LUMO energy: 0.8 eV



Verdict on stability: run w comes out at the bottom.



Run w
C3H5NOS | wB97M-V/def2-TZVPD

Positions of all 11 atoms, in Å:
C1 1.266 2.173 0.574
C2 1.564 1.579 -1.097
C3 -1.448 1.004 0.829
N1 0.787 1.141 0.021
O1 -0.319 0.341 0.284
S1 1.719 3.462 1.345
H1 0.943 1.970 -1.846
H2 2.484 0.908 -1.266
H3 -1.957 0.291 1.602
H4 -2.034 1.150 -0.043
H5 -0.948 1.903 1.354

LUMO energy: 0.9 eV



Run x
C3H5NOS | wB97M-V/def2-TZVPD

Positions of all 11 atoms, in Å:
C1 -1.309 0.949 -0.102
C2 -0.986 -0.634 -0.183
C3 0.397 -1.096 -0.263
H1 -0.785 1.361 0.818
H2 -1.187 1.740 -0.929
H3 -2.244 1.072 0.367
H4 0.537 -2.197 -0.330
H5 3.379 0.843 0.484
N1 1.220 -0.172 -0.073
O1 -1.999 -1.400 0.198
S1 2.978 -0.466 0.013

LUMO energy: -0.6 eV



Verdict on stability: run w comes out at the bottom.



Run w
C3H5NOS | wB97M-V/def2-TZVPD

Positions of all 11 atoms, in Å:
C1 -0.685 0.008 -0.522
C2 0.577 0.514 -1.195
C3 0.729 -0.967 0.944
N1 -0.502 -0.718 0.511
O1 1.010 -1.569 2.031
S1 1.922 -0.048 -0.242
H1 -1.667 0.170 -0.963
H2 0.627 0.094 -2.173
H3 0.500 1.599 -1.276
H4 2.204 -2.525 2.251
H5 2.996 -3.000 2.494

LUMO energy (spin up / spin down): -1.0 / -1.0 eV



Run x
C3H5NOS | wB97M-V/def2-TZVPD

Positions of all 11 atoms, in Å:
C1 -0.579 1.616 -0.081
C2 0.027 0.440 0.260
C3 0.241 -1.887 -0.131
H1 -1.473 1.850 0.623
H2 0.330 2.537 0.048
H3 -0.930 1.697 -1.117
H4 0.212 -2.676 -1.061
H5 -0.401 -2.189 0.864
N1 1.040 0.342 0.933
O1 -0.342 -0.572 -0.768
S1 1.874 -1.159 0.431

LUMO energy: 0.7 eV



Run y
C3H5NOS | wB97M-V/def2-TZVPD

Positions of all 11 atoms, in Å:
C1 1.437 -0.277 -0.089
C2 0.505 0.818 -0.533
C3 -0.628 0.064 0.459
N1 0.485 -0.829 0.810
O1 2.532 -0.665 -0.446
S1 -1.882 -0.921 -0.413
H1 0.833 1.928 -0.383
H2 -0.032 0.807 -1.497
H3 -1.272 0.489 1.229
H4 0.457 -1.692 1.429
H5 -2.435 0.277 -0.566

LUMO energy: 0.7 eV



Verdict on stability: run x comes out at the bottom.



Run w
CH6N3O | wB97M-V/def2-TZVPD

Positions of all 11 atoms, in Å:
C1 0.230 -0.026 -1.229
N1 -0.782 -0.866 -0.780
N2 1.127 0.320 -0.095
N3 -0.570 0.094 1.439
O1 0.226 0.960 0.690
H1 0.862 -0.633 -1.773
H2 0.077 0.905 -1.708
H3 -1.747 -0.529 -0.807
H4 1.592 -0.368 0.444
H5 -1.180 0.738 1.917
H6 0.165 -0.596 1.901

LUMO energy (spin up / spin down): -8.0 / -6.6 eV
Charge: +1



Run x
CH6N3O | wB97M-V/def2-TZVPD

Positions of all 11 atoms, in Å:
C1 0.511 0.056 -0.016
N1 -2.004 0.050 -0.024
N2 1.567 0.835 -0.006
N3 0.529 -1.258 -0.018
O1 -0.664 0.710 -0.003
H1 -2.395 0.240 0.898
H2 1.436 1.838 -0.005
H3 2.510 0.476 -0.001
H4 -0.356 -1.750 -0.061
H5 1.384 -1.789 -0.046
H6 -2.518 0.592 -0.717

LUMO energy: -3.2 eV
Charge: +1



Verdict on stability: run w comes out at the bottom.



Run w
C3H6NO2 | wB97M-V/def2-TZVPD

Positions of all 12 atoms, in Å:
C1 0.877 0.854 -0.341
C2 0.967 -0.432 -0.751
C3 -1.050 -1.420 0.058
N1 0.001 1.425 0.451
O1 0.119 -1.419 -0.303
O2 -1.689 -2.499 0.229
H1 1.619 1.666 -0.541
H2 1.732 -0.649 -1.407
H3 -1.515 -0.428 0.190
H4 -1.017 1.249 0.435
H5 0.222 2.158 1.045
H6 -1.439 -3.398 0.008

Multiplicity: 3
LUMO energy (spin up / spin down): -3.7 / -7.6 eV
Charge: +1
⟨S²⟩: 2.009



Run x
C3H6NO2 | wB97M-V/def2-TZVPD

Positions of all 12 atoms, in Å:
C1 -0.073 -0.983 0.656
C2 1.922 -0.147 1.327
C3 -1.133 0.433 -1.048
N1 -0.090 0.039 -0.131
O1 0.987 -1.112 1.437
O2 0.955 0.847 -0.078
H1 -0.835 -1.743 0.742
H2 1.972 0.603 2.115
H3 2.855 -0.414 0.832
H4 -2.039 0.688 -0.495
H5 -1.349 -0.368 -1.751
H6 -0.780 1.307 -1.597

Multiplicity: 3
LUMO energy (spin up / spin down): -5.1 / -8.0 eV
Charge: +1
⟨S²⟩: 2.017



Verdict on stability: run x comes out at the bottom.



Run w
C33H28N2O10PReS | wB97M-V/def2-TZVPD

Positions of all 76 atoms, in Å:
Re1 0.764 0.755 -0.247
O1 0.761 1.133 4.060
S1 0.090 0.979 2.808
O2 1.134 0.548 1.743
O3 -0.665 2.089 2.286
C1 -1.070 -0.348 2.944
C2 -1.358 -0.815 4.216
C3 -2.443 -1.656 4.406
C4 -3.256 -1.992 3.334
C5 -2.952 -1.536 2.058
C6 -1.829 -0.744 1.835
P1 -1.461 -0.204 0.135
C7 -1.556 -1.697 -0.917
C8 -1.668 -2.994 -0.422
C9 -1.642 -4.081 -1.287
C10 -1.489 -3.888 -2.650
C11 -1.329 -2.602 -3.148
C12 -1.349 -1.518 -2.288
C13 -2.858 0.890 -0.252
C14 -3.363 1.691 0.773
C15 -4.379 2.597 0.510
C16 -4.895 2.712 -0.772
C17 -4.398 1.915 -1.793
C18 -3.381 1.009 -1.539
H1 -0.748 -0.483 5.045
H2 -2.673 -2.015 5.400
H3 -4.134 -2.607 3.485
H4 -3.604 -1.790 1.231
H5 -1.749 -3.176 0.641
H6 -1.745 -5.081 -0.887
H7 -1.482 -4.736 -3.323
H8 -1.180 -2.444 -4.208
H9 -1.169 -0.527 -2.686
H10 -2.960 1.620 1.773
H11 -4.765 3.214 1.311
H12 -5.687 3.420 -0.976
H13 -4.797 1.999 -2.795
H14 -3.014 0.396 -2.348
C19 2.528 3.414 1.978
C20 1.553 3.710 0.902
N1 0.962 2.861 0.064
C21 0.237 3.616 -0.824
C22 0.370 4.932 -0.534
N2 1.194 4.961 0.558
C23 -0.138 6.198 -1.126
O4 -0.816 6.094 -2.256
O5 0.176 7.243 -0.624
C24 -0.449 2.872 -1.874
O6 -1.091 3.360 -2.770
O7 -0.308 1.552 -1.689
H15 2.228 2.556 2.570
H16 2.635 4.275 2.636
H17 3.498 3.196 1.528
H18 1.480 5.822 1.005
H19 -0.906 5.166 -2.563
C25 1.813 -5.944 -1.138
O8 3.101 -5.357 -0.967
C26 3.180 -4.035 -0.819
C27 4.486 -3.517 -0.661
C28 4.661 -2.176 -0.518
C29 3.567 -1.273 -0.517
C30 3.776 0.131 -0.414
C31 5.156 0.714 -0.362
O9 2.833 0.967 -0.361
C32 2.274 -1.817 -0.655
O10 1.163 -1.083 -0.652
C33 2.084 -3.188 -0.813
H20 1.987 -7.009 -1.252
H21 1.324 -5.550 -2.031
H22 1.187 -5.763 -0.262
H23 5.320 -4.204 -0.662
H24 5.665 -1.792 -0.403
H25 5.780 0.332 -1.168
H26 5.629 0.452 0.587
H27 5.089 1.796 -0.437
H28 1.070 -3.543 -0.928

Multiplicity: 2
LUMO energy (spin up / spin down): -4.0 / -4.1 eV
Charge: +1
⟨S²⟩: 0.756



Run x
C33H28N2O10PReS | wB97M-V/def2-TZVPD

Positions of all 76 atoms, in Å:
Re1 0.353 -0.187 -0.411
O1 -2.878 0.126 -2.600
S1 -2.240 -0.234 -1.388
O2 -1.497 0.869 -0.659
O3 -1.144 -1.290 -1.474
C1 -3.367 -0.831 -0.202
C2 -4.712 -0.931 -0.506
C3 -5.589 -1.333 0.491
C4 -5.109 -1.612 1.760
C5 -3.753 -1.504 2.045
C6 -2.854 -1.112 1.063
P1 -1.062 -1.044 1.471
C7 -1.017 0.002 2.938
C8 -1.795 1.162 2.951
C9 -1.704 2.044 4.016
C10 -0.847 1.767 5.075
C11 -0.070 0.619 5.061
C12 -0.141 -0.257 3.989
C13 -0.704 -2.750 1.949
C14 -0.189 -3.595 0.967
C15 0.031 -4.935 1.245
C16 -0.256 -5.436 2.506
C17 -0.768 -4.600 3.489
C18 -0.995 -3.261 3.214
H1 -5.057 -0.692 -1.503
H2 -6.645 -1.422 0.276
H3 -5.793 -1.917 2.541
H4 -3.400 -1.727 3.044
H5 -2.467 1.380 2.129
H6 -2.304 2.944 4.023
H7 -0.778 2.456 5.906
H8 0.617 0.417 5.872
H9 0.508 -1.123 3.961
H10 0.040 -3.213 -0.022
H11 0.432 -5.584 0.478
H12 -0.079 -6.481 2.725
H13 -0.988 -4.991 4.473
H14 -1.394 -2.619 3.989
C19 -0.246 3.187 -2.183
C20 0.350 2.976 -0.839
N1 0.813 1.860 -0.251
C21 1.259 2.230 0.995
C22 1.102 3.558 1.177
N2 0.531 3.998 0.011
C23 1.343 4.491 2.307
O4 1.923 3.984 3.379
O5 1.007 5.640 2.198
C24 1.707 1.134 1.857
O6 2.247 1.292 2.934
O7 1.485 -0.014 1.268
H15 -0.407 2.241 -2.680
H16 0.420 3.803 -2.790
H17 -1.199 3.707 -2.084
H18 0.301 4.970 -0.152
H19 2.141 3.024 3.275
C25 0.864 0.877 -7.261
O8 2.178 0.617 -6.769
C26 2.334 0.374 -5.467
C27 3.668 0.096 -5.073
C28 3.921 -0.217 -3.778
C29 2.887 -0.264 -2.801
C30 3.119 -0.805 -1.515
C31 4.477 -1.145 -0.993
O9 2.170 -1.084 -0.715
C32 1.575 0.124 -3.199
O10 0.602 0.341 -2.345
C33 1.302 0.394 -4.545
H20 0.971 1.014 -8.331
H21 0.457 1.785 -6.813
H22 0.206 0.031 -7.058
H23 4.446 0.120 -5.823
H24 4.933 -0.462 -3.488
H25 5.165 -1.491 -1.758
H26 4.382 -1.892 -0.209
H27 4.893 -0.237 -0.548
H28 0.286 0.639 -4.814

Multiplicity: 2
LUMO energy (spin up / spin down): -3.1 / -4.0 eV
Charge: +1
⟨S²⟩: 0.755



Verdict on stability: run x comes out at the bottom.



Run w
C4H11NO3 | wB97M-V/def2-TZVPD

Positions of all 19 atoms, in Å:
C1 1.110 -0.739 -2.117
C2 1.081 0.565 0.477
O1 1.238 -0.670 0.960
O2 0.980 -1.948 -1.346
O3 1.921 1.424 0.473
H1 0.839 -1.334 0.342
H2 1.787 -2.466 -1.418
H3 2.086 -0.284 -1.930
H4 1.112 -0.989 -3.183
C3 -1.428 0.286 0.535
C4 -1.666 0.846 1.934
N1 -0.221 0.817 -0.104
H5 -0.297 1.804 -0.323
H6 0.221 0.042 -1.629
H7 -2.271 0.521 -0.118
H8 -1.325 -0.800 0.579
H9 -1.752 1.931 1.913
H10 -0.844 0.576 2.594
H11 -2.571 0.417 2.361

LUMO energy: 0.7 eV



Run x
C4H11NO3 | wB97M-V/def2-TZVPD

Positions of all 19 atoms, in Å:
C1 -0.341 1.521 0.356
C2 -1.769 1.858 0.122
C3 -0.880 -1.212 -0.965
N1 -1.600 -1.445 0.145
O1 0.099 0.942 1.314
O2 -1.250 -0.539 -1.897
H1 1.362 -0.495 1.191
H2 0.330 1.853 -0.459
H3 -1.200 -1.936 0.921
H4 -2.508 -1.023 0.256
H5 -1.865 2.922 -0.077
H6 -2.086 1.331 -0.779
H7 -2.387 1.579 0.972
C4 2.838 -0.693 -0.059
O3 1.822 -1.228 0.751
H8 0.095 -1.724 -0.947
H9 3.310 -1.533 -0.571
H10 2.435 -0.002 -0.808
H11 3.594 -0.176 0.534

LUMO energy: 0.9 eV



Verdict on stability: run w comes out at the bottom.



Run w
C4H11NO3 | wB97M-V/def2-TZVPD

Positions of all 19 atoms, in Å:
C1 -0.771 0.359 0.641
C2 -1.636 0.328 -0.611
C3 -1.788 -1.060 -1.175
O1 -2.758 -1.408 -1.791
N1 0.649 0.457 0.319
C4 1.533 0.184 1.395
O2 1.339 0.984 2.566
H1 -0.903 -0.577 1.196
H2 -1.064 1.166 1.311
H3 -2.647 0.688 -0.385
H4 -1.228 0.995 -1.366
H5 -0.985 -1.792 -0.965
H6 0.869 1.319 -0.174
H7 2.569 0.284 1.050
H8 1.373 -0.830 1.758
H9 1.829 1.806 2.485
H10 1.269 -1.637 -2.512
H11 1.203 -0.569 -1.391
O3 1.146 -0.698 -2.352

LUMO energy: 0.6 eV



Run x
C4H11NO3 | wB97M-V/def2-TZVPD

Positions of all 19 atoms, in Å:
C1 -0.988 0.330 2.157
C2 -0.386 1.375 1.354
N1 0.462 1.106 0.237
C3 1.180 -0.109 -0.086
C4 1.084 -0.584 -1.489
O1 1.901 -1.720 -1.620
O2 -0.579 2.562 1.549
H1 -1.929 -0.135 1.735
H2 -0.297 -0.487 2.330
H3 -1.559 0.676 3.059
H4 0.836 1.929 -0.216
H5 2.274 -0.095 0.165
H6 0.905 -0.983 0.579
H7 1.731 0.049 -2.209
H8 0.063 -0.817 -1.816
H9 1.966 -2.425 -1.033
H10 -2.501 -0.889 -1.538
H11 -1.947 0.338 -1.960
O3 -2.216 -0.121 -1.202

LUMO energy: 0.6 eV



Verdict on stability: run x comes out at the bottom.